The following is a quantum chemistry calculation of 3 unconnected molecules or ions with the total composition C4H8O2, from the Open Molecules 2025 dataset.

Structure (XYZ):
```
14
Properties=species:S:1:pos:R:3
C 0.113 1.691 1.005
C 0.629 0.716 1.742
O 0.823 -1.794 0.598
C -0.116 -1.959 -0.135
C -0.437 0.139 -1.926
O -0.988 1.105 -1.469
H -0.943 1.945 1.042
H 0.717 2.268 0.310
H 1.680 0.446 1.687
H 0.020 0.120 2.417
H -1.142 -1.628 0.120
H 0.001 -2.451 -1.122
H -1.013 -0.706 -2.356
H 0.666 0.028 -1.942
```

Output
* multiplicity: 1
* SMILES: C=C.C=O.C=O
* energy above the lowest of the compared OMol25 structures with the same formula, charge and spin: 83.0 kcal/mol
* gap between HOMO and LUMO: 9.595 eV
* total energy: -307.5802 Ha
* total charge: 0